No. 1
Entry from the Open Molecules 2025 dataset: 3 unconnected molecules or ions with the total composition C17H41BFN2O7 (wB97M-V/def2-TZVPD).

gap between HOMO and LUMO: 6.99 eV
HOMO: -4.9 eV
energy relative to the best compared isomer or geometry (same formula, charge and spin): 0.000 eV
strongest force on any atom: 0.7 eV Å⁻¹
total energy: -1433.30127 a.u.

```
! RIJCOSX wB97M-V def2-TZVPD def2/J DEFGRID3
* xyz -1 1
H 0.682 -0.198 -0.567
H -3.125 3.173 6.799
H 0.538 -4.516 -2.272
H 1.715 3.878 0.855
H -1.862 -6.426 -6.746
H 1.100 -5.778 -7.846
H -3.066 1.954 5.482
H -0.620 4.122 0.299
H -2.214 1.790 1.810
B -2.653 4.225 3.785
H -0.734 1.860 6.887
H -1.683 -2.395 -4.909
H -0.907 0.612 1.583
C -0.424 -4.703 -2.753
H -2.237 -3.527 -3.104
H 1.233 -0.964 -2.056
H -1.410 -3.237 -1.578
C -1.246 -3.426 -2.641
H -1.186 4.289 5.785
H 3.293 0.597 1.571
H -0.189 -6.770 -6.268
C -1.405 3.272 5.407
H -0.263 1.495 5.217
H 1.261 0.808 -1.909
H -0.926 -5.481 -2.167
O -1.030 2.121 0.135
C 1.776 3.137 4.898
H 0.083 -2.518 -5.102
H 1.046 1.049 1.031
C -0.720 -2.044 -4.527
O 2.748 -0.246 -0.900
N -0.155 -5.241 -4.082
C 1.183 2.993 0.490
H 0.364 -4.556 -4.616
C 3.034 1.422 0.901
H 1.110 3.531 4.126
H 1.600 2.272 6.846
C 3.357 0.973 -0.520
H 4.436 0.798 -0.576
H -1.778 -6.515 -4.352
H 1.449 -4.682 -6.492
C -0.976 -6.009 -6.258
C 1.006 2.922 6.196
H 3.118 1.752 -1.255
C -0.372 2.297 5.953
C -1.642 1.242 1.062
H -0.653 -0.967 -4.682
H 3.700 2.255 1.154
H -0.503 3.226 1.816
H -2.302 5.428 3.819
C -1.332 -5.640 -4.836
N 1.671 1.826 1.200
H 0.933 -4.023 -8.055
C 0.797 -4.847 -7.357
H 0.884 3.878 6.718
O -0.570 -4.873 -7.008
O -3.567 3.865 4.901
O -1.457 3.322 4.003
H -2.312 0.595 0.493
H 2.672 4.701 5.580
C -0.294 3.179 0.746
H 2.129 2.167 4.542
H 1.340 2.933 -0.599
F -3.239 3.936 2.536
C -2.854 3.000 5.754
O 2.935 3.959 5.048
H -2.105 -4.859 -4.881
O -0.597 -2.275 -3.140
C 1.415 -0.135 -1.376
*
```


No. 2
Entry from the Open Molecules 2025 dataset: a molecular structure, C25H30As3BBr4Cl5F2O4Ta (wB97M-V/def2-TZVPD).

gap between HOMO and LUMO: 7.56 eV
HOMO: -8.3 eV
energy relative to the best compared isomer or geometry (same formula, charge and spin): 0.254 eV
strongest force on any atom: 0.9 eV Å⁻¹
total energy: -20857.68884 a.u.

```
! RIJCOSX wB97M-V def2-TZVPD def2/J DEFGRID3
* xyz 0 1
H -2.495 2.103 3.693
C 1.847 1.301 0.272
H 0.001 -2.365 3.760
C -4.383 3.752 2.035
H -2.181 -1.245 1.010
Cl 0.972 -3.267 -2.891
C 3.845 2.377 0.931
C -2.185 0.610 2.159
As -4.852 2.102 2.999
C 0.657 -1.773 -3.736
H -5.191 4.468 2.179
C 0.471 -1.774 -5.112
H -1.116 2.799 -2.494
H -2.110 3.268 -1.096
Br 6.612 -4.938 0.407
H -3.473 4.177 2.459
H -1.524 2.454 1.262
H -5.941 0.131 1.795
H 2.257 0.751 2.887
C 3.834 -1.670 -1.409
O 1.245 2.240 0.753
Cl 0.314 -3.256 -5.967
O 2.295 -1.930 0.263
H 1.835 -0.558 4.018
B -0.473 -2.273 -0.705
Br 3.739 -4.106 1.917
H 4.910 2.181 0.864
O 3.206 1.262 0.284
C 3.477 -2.334 -0.239
H -6.611 1.675 1.274
Br 7.429 -3.426 -2.426
As 0.474 -0.747 1.915
As -1.171 0.996 -0.705
H -2.390 0.056 -2.701
C 0.835 0.566 -3.727
C 5.001 -2.004 -2.074
C 5.492 -3.622 -0.337
C 5.836 -2.982 -1.530
C 0.438 -0.558 -5.797
H -0.920 -0.004 3.813
H -0.307 1.381 2.908
Ta 1.218 -0.612 -0.776
C -5.685 1.146 1.498
H -3.207 0.552 4.048
H 3.530 2.449 1.971
H -2.862 -1.396 2.631
Br 5.360 -1.096 -3.680
C -1.172 2.809 -1.409
C -2.051 1.546 0.961
C 0.672 0.625 -5.106
H -0.835 -2.899 2.275
C 0.082 -2.482 2.679
H -4.240 3.600 0.966
H -5.074 1.120 0.596
F -1.628 -2.220 -1.387
H -3.429 1.172 -1.777
H -0.331 3.359 -0.996
C -2.710 0.356 -1.705
Cl 1.376 1.965 -2.839
C -2.790 -0.737 1.763
O 2.940 -0.776 -1.813
H -3.163 -0.502 -1.216
C -0.806 0.414 2.809
H 3.592 3.304 0.420
F -0.383 -3.373 0.055
C 4.299 -3.294 0.313
H -3.041 1.841 0.614
Cl 0.775 2.129 -5.934
Cl 0.164 -0.527 -7.492
H -3.787 -0.620 1.344
C 0.719 -0.595 -2.992
H 0.909 -3.144 2.432
C 2.038 -0.311 2.976
H 2.881 -0.896 2.616
C -3.060 1.279 3.243
*
```


No. 3
Entry from the Open Molecules 2025 dataset: a molecular structure, C14H30MgN2O7S3 at a distorted geometry (wB97M-V/def2-TZVPD).

gap between HOMO and LUMO: 4.15 eV
HOMO: -6.6 eV
energy relative to the best compared isomer or geometry (same formula, charge and spin): 13.068 eV
strongest force on any atom: 11.4 eV Å⁻¹
total energy: -2581.75582 a.u.

```
! RIJCOSX wB97M-V def2-TZVPD def2/J DEFGRID3
* xyz 0 1
S 2.822 -3.947 -3.788
C 2.531 -2.161 -4.343
H 2.207 -2.686 -1.729
H -6.145 0.796 5.343
O 4.232 -4.392 -4.290
Mg -0.229 1.847 2.227
H -5.750 0.393 3.064
C -1.569 7.799 -2.831
H 5.462 -0.657 2.883
C 2.805 -2.123 3.649
H 1.770 4.563 -3.597
H 2.063 -2.195 -5.327
C -2.063 -4.255 1.333
H -2.058 6.009 -2.079
H -4.826 -0.449 5.229
H -1.347 -4.949 -2.013
H 3.283 5.333 -3.641
H -1.690 -3.301 -1.310
H 4.044 -0.816 1.845
H 1.930 -2.436 4.220
C -1.574 -4.938 0.111
H -3.423 7.088 -1.983
H 1.863 -1.712 -3.608
C -0.196 1.262 -0.584
O 2.297 0.573 3.624
H 3.081 -4.153 -1.479
O -0.229 0.382 0.275
H -2.993 -3.728 1.122
H -4.315 0.605 2.078
C -5.072 0.607 5.342
C -1.885 -4.372 -1.261
H 4.103 -2.963 -1.928
C 3.065 -3.252 -2.093
O -0.899 -5.961 0.216
H -4.932 0.814 6.403
H 3.599 -2.801 3.962
O -2.708 1.153 4.212
C -2.634 6.738 -2.649
H -2.963 -4.512 -1.351
H 3.153 3.519 -3.227
N -0.810 8.642 -3.018
S 3.325 -0.395 4.136
H -1.278 -3.557 1.622
C 2.817 4.365 -3.826
H -2.102 -4.968 2.157
C 2.860 3.990 -5.197
S -4.128 1.713 4.272
H -5.547 1.860 2.146
N 3.023 3.686 -6.266
H -2.941 6.364 -3.625
H 4.634 0.795 2.295
O -1.091 1.970 -0.170
O 0.809 1.833 -0.183
H 3.499 -1.661 -4.342
H 2.635 -2.253 2.580
C 4.489 -0.227 2.647
C -5.008 1.123 2.741
*
```


No. 4
Entry from the Open Molecules 2025 dataset: 4 unconnected molecules or ions with the total composition C5H17N2O4 at a distorted geometry (wB97M-V/def2-TZVPD).

gap between HOMO and LUMO (spin up / spin down): 9.79 / 7.16 eV
HOMO (spin up / spin down): -9.7 / -9.7 eV
energy relative to the best compared isomer or geometry (same formula, charge and spin): 1.958 eV
⟨S²⟩: 0.771
strongest force on any atom: 6.0 eV Å⁻¹
total energy: -610.98299 a.u.

```
! RIJCOSX wB97M-V def2-TZVPD def2/J DEFGRID3
* xyz 0 2
H 2.072 -1.697 1.767
O -2.429 -0.717 1.796
H -1.468 -1.311 -1.812
C -2.484 0.304 0.895
H 0.882 0.187 0.696
O -0.268 1.588 -2.543
H -0.183 1.268 2.436
H -3.134 0.240 0.104
H -0.258 0.543 -2.615
O 1.740 -1.540 2.644
H 0.003 -1.898 -2.768
H -0.067 -1.103 0.918
H 0.787 -1.330 2.370
N 1.649 -1.358 -0.766
N -0.599 1.721 1.629
H -2.808 1.219 1.450
H 0.222 2.301 1.243
C -0.363 -1.408 -1.911
H 2.184 -1.961 -1.324
C -1.050 0.780 0.592
O 2.988 1.476 -1.013
H 0.378 1.649 -1.886
C 0.015 -0.262 0.435
H 2.281 1.946 -1.322
H 2.686 0.605 -1.055
H -1.082 1.466 -0.307
H -2.130 -1.635 1.220
C 0.435 -1.075 -0.873
*
```


| no. | M (g/mol) |
| --- | --- |
| 1 | 415.33 |
| 2 | 1345.91 |
| 3 | 458.91 |
| 4 | 169.20 |